{
  "formula": "C37H42F4N4O3",
  "method": "wB97M-V/def2-TZVPD",
  "elements": ["C", "C", "C", "C", "N", "C", "C", "C", "C", "C", "F", "C", "C", "O", "N", "O", "C", "C", "C", "O", "C", "F", "F", "F", "C", "C", "C", "N", "C", "N", "H", "H", "H", "H", "H", "H", "H", "H", "H", "H", "H", "H", "H", "H", "H", "H", "H", "H", "H", "H", "H", "H", "H", "H", "C", "C", "C", "C", "C", "C", "H", "H", "H", "H", "H", "H", "C", "C", "C", "C", "C", "C", "H", "H", "H", "H", "H", "H", "C", "C", "C", "C", "C", "C", "H", "H", "H", "H", "H", "H"],
  "xyz": [[-4.818485, -4.114632, -2.106173], [-5.068608, -2.540794, -2.091412], [-4.029439, -1.949577, -1.048028], [-4.595629, -1.181667, 0.102106], [-3.812295, -0.616525, 1.054637], [-2.454999, -0.863096, 0.871730], [-1.514271, -0.272306, 1.896159], [-2.120180, 0.560004, 3.067696], [-1.658919, 0.124876, 4.519944], [-1.421383, -1.413924, 4.714167], [-2.716519, 0.492317, 5.423957], [-0.062620, -0.457441, 1.750406], [0.944832, 0.173430, 2.771255], [0.806704, 1.636440, 2.674035], [1.948580, 2.056751, 1.995631], [1.742594, 2.210093, 0.848716], [0.487834, -1.242675, 0.567118], [2.030387, -1.420038, 0.363448], [2.728098, -2.349588, 1.424842], [4.151086, -2.183445, 1.231801], [2.433220, -3.892370, 1.260305], [2.464645, -4.479298, 2.536287], [3.402414, -4.571364, 0.538666], [1.204406, -4.199639, 0.737119], [-0.454589, -1.793477, -0.393125], [0.101745, -2.576931, -1.649376], [0.294741, -1.621895, -2.906209], [0.181566, -0.171000, -2.607834], [-1.955265, -1.629363, -0.284462], [-2.715213, -2.189015, -1.309239], [-3.716261, -4.348692, -2.182768], [-5.179028, -4.559302, -1.132713], [-5.313365, -4.630668, -2.970016], [-6.123290, -2.259376, -1.850069], [-4.731446, -2.174754, -3.108038], [-5.708373, -1.048075, 0.161188], [-3.237521, 0.617209, 3.078052], [-1.754610, 1.623983, 2.924441], [-0.785590, 0.769927, 4.808259], [-2.391146, -1.970029, 4.883003], [-0.798071, -1.896003, 3.918742], [-0.846476, -1.534366, 5.684686], [0.754885, -0.185400, 3.825577], [2.020594, -0.055705, 2.551904], [2.325795, -1.748906, -0.663606], [2.483526, -0.390121, 0.500210], [2.485126, -2.046008, 2.477861], [4.638423, -2.825335, 1.779848], [-0.661455, -3.350461, -1.935293], [1.065622, -3.098397, -1.427419], [-0.419038, -1.862841, -3.754108], [1.327752, -1.813681, -3.327452], [0.937642, 0.324946, -3.098457], [-0.663526, 0.228571, -3.037362], [9.544161, -0.678032, 0.396767], [9.822537, -0.426707, 1.735080], [8.786551, -0.345364, 2.657686], [7.470710, -0.511246, 2.241105], [7.191426, -0.753614, 0.901358], [8.228058, -0.838572, -0.020695], [10.352980, -0.747937, -0.321451], [10.848510, -0.294797, 2.059561], [9.004289, -0.152564, 3.702000], [6.662324, -0.450263, 2.960996], [6.164895, -0.877154, 0.575779], [8.010487, -1.029880, -1.065231], [-2.390177, 1.471510, -5.130100], [-2.255387, 2.854721, -5.138022], [-1.637195, 3.486750, -6.210090], [-1.149604, 2.734985, -7.272858], [-1.276211, 1.351078, -7.260604], [-1.897677, 0.719070, -6.190334], [-2.878708, 0.978819, -4.296332], [-2.633310, 3.440766, -4.307964], [-1.535098, 4.565796, -6.217782], [-0.669702, 3.228050, -8.110221], [-0.890752, 0.764234, -8.086674], [-1.998508, -0.360445, -6.181769], [-3.392256, 6.426006, 2.187107], [-2.284818, 5.668387, 1.824931], [-2.402375, 4.291570, 1.676564], [-3.627276, 3.671536, 1.894722], [-4.732480, 4.427853, 2.265663], [-4.615814, 5.805111, 2.410438], [-3.301899, 7.500633, 2.296377], [-1.328923, 6.151722, 1.657272], [-1.538720, 3.700657, 1.390550], [-3.719840, 2.598126, 1.776392], [-5.686359, 3.943415, 2.441516], [-5.478451, 6.395416, 2.697631]],
  "forces_ev_per_a": [[-0.10, -0.05, 0.33], [2.07, -0.70, 0.10], [-1.04, -0.03, -0.67], [1.94, -0.05, -0.07], [-0.05, -1.70, -2.34], [0.80, 0.27, 0.24], [1.50, -0.85, -1.04], [0.67, 0.54, 0.16], [-0.55, -0.28, -0.47], [0.40, 0.22, 1.29], [0.98, -0.23, -0.80], [-1.41, -0.89, -1.31], [-0.63, -0.41, -0.19], [-0.76, -1.10, 0.87], [0.87, 0.40, -1.47], [0.04, 0.22, 0.82], [-2.71, -0.18, -0.25], [-0.24, 0.64, 0.68], [0.79, -0.06, -0.62], [-0.72, -0.09, 0.33], [-0.23, -1.19, 0.90], [-0.02, 0.75, -1.62], [-1.62, 1.17, 0.75], [1.69, 0.43, 0.54], [0.79, 0.28, 0.72], [-1.00, 0.45, 0.14], [0.29, -0.10, -0.88], [0.28, 0.25, -0.78], [2.93, 0.45, 0.71], [-2.34, 2.05, 3.18], [-1.18, 0.50, 0.07], [0.28, 0.34, -1.08], [0.21, 0.56, 0.84], [0.98, -0.23, -0.29], [-0.73, -0.10, 1.09], [1.29, -0.12, 0.00], [1.04, -0.46, -0.29], [-0.46, -1.12, 0.16], [-0.78, -0.85, -0.01], [0.98, 0.76, -0.57], [-0.80, 0.52, 0.53], [-0.62, 0.07, -1.01], [0.12, 0.72, -1.15], [-1.08, 0.02, 0.06], [-0.47, 0.26, 0.95], [-0.27, -1.23, -0.17], [-0.19, -0.57, -0.96], [-0.29, 0.33, -0.24], [0.83, 0.64, 0.39], [-1.03, 0.49, -0.07], [0.67, -0.15, 1.13], [-1.08, 0.17, 0.46], [-0.38, -0.31, 0.45], [0.36, -0.42, 0.43], [-0.05, 0.01, 0.01], [-0.02, -0.01, 0.00], [-0.02, -0.01, -0.02], [0.06, -0.01, -0.03], [-0.04, 0.00, -0.05], [0.06, 0.01, 0.07], [-0.04, 0.01, 0.04], [-0.05, -0.01, -0.02], [-0.01, -0.01, -0.05], [0.02, 0.02, -0.04], [0.06, 0.00, 0.04], [0.00, 0.01, 0.05], [0.05, -0.01, -0.02], [0.00, 0.01, 0.01], [0.00, -0.05, -0.02], [-0.02, -0.02, 0.05], [0.00, 0.01, 0.00], [0.01, 0.02, 0.03], [0.00, 0.03, -0.03], [0.01, -0.03, -0.05], [-0.01, -0.06, 0.00], [-0.02, -0.03, 0.04], [-0.03, 0.03, 0.04], [0.00, 0.05, -0.01], [-0.01, -0.05, 0.01], [-0.02, 0.00, 0.00], [-0.02, 0.00, 0.01], [0.00, 0.03, -0.01], [0.02, 0.02, -0.02], [0.04, -0.01, -0.02], [0.00, -0.05, 0.01], [-0.05, -0.03, 0.00], [-0.03, 0.02, 0.01], [-0.01, 0.05, -0.01], [0.05, 0.02, -0.01], [0.04, -0.03, -0.01]],
  "e_tot_ev": -62017.7741,
  "gap_ev": 7.76,
  "total_charge": 0,
  "smiles": "CCc1cnc2c(C[C@H](C)F)c(CON=O)c(C[C@H](O)C(F)(F)F)c(CCN)c2n1.c1ccccc1.c1ccccc1.c1ccccc1"
}


{
  "formula": "C37H42IrN4OS2",
  "method": "wB97M-V/def2-TZVPD",
  "elements": ["Ir", "C", "C", "C", "C", "C", "C", "C", "N", "C", "C", "C", "C", "C", "C", "C", "N", "C", "C", "C", "C", "H", "H", "H", "H", "H", "H", "H", "H", "H", "H", "H", "H", "H", "H", "H", "H", "H", "H", "H", "H", "H", "H", "H", "H", "O", "S", "C", "C", "C", "C", "C", "C", "C", "C", "C", "C", "C", "C", "H", "H", "H", "H", "H", "H", "H", "H", "H", "H", "N", "C", "S", "N", "C", "C", "C", "C", "C", "C", "H", "H", "H", "H", "H", "H", "H", "H"],
  "xyz": [[-0.217177, 0.317026, -0.378319], [-4.603453, 4.145110, 3.798612], [-4.688765, 2.664158, 3.374668], [-5.957662, 2.463247, 2.475789], [-4.851711, 1.857720, 4.676526], [-3.473795, 2.173955, 2.542030], [-3.264512, 2.665573, 1.271604], [-2.296130, 2.173709, 0.395916], [-1.583651, 1.086841, 0.701100], [-1.817547, 0.556656, 2.007870], [-2.717912, 1.077276, 2.906378], [-0.937530, -0.472746, 2.293158], [-0.788275, -1.124481, 3.529117], [0.436946, -1.660435, 3.879099], [1.416017, -1.832945, 2.865199], [1.046639, -1.479929, 1.573754], [-0.152575, -0.912754, 1.228483], [0.625111, -2.044862, 5.311671], [-0.535003, -2.951820, 5.735773], [0.798530, -0.766216, 6.151805], [1.885683, -2.893478, 5.438652], [-5.536247, 4.452573, 4.248225], [-4.429911, 4.903148, 3.030835], [-3.882715, 4.291208, 4.592796], [-6.863066, 2.540692, 3.110886], [-5.962482, 1.436687, 2.060342], [-6.089455, 3.157631, 1.689922], [-5.847423, 2.080065, 5.144316], [-4.070932, 2.118512, 5.384667], [-4.862475, 0.762819, 4.447688], [-3.981847, 3.380775, 0.937427], [-2.283098, 2.708227, -0.560991], [-2.899912, 0.600913, 3.877425], [-1.655710, -1.168837, 4.183258], [2.368114, -2.339369, 3.006891], [1.642271, -1.801440, 0.708668], [-1.540322, -2.536613, 5.604879], [-0.404657, -3.196893, 6.803629], [-0.552513, -3.903234, 5.118302], [-0.066147, -0.130241, 6.052615], [1.587667, -0.181747, 5.638875], [1.104042, -0.878243, 7.174788], [1.771704, -3.764651, 4.736582], [2.039980, -3.368754, 6.468384], [2.814201, -2.411550, 5.099378], [0.827434, -1.206455, -1.367759], [2.411422, -1.099798, -1.832348], [3.415360, -2.247107, -0.913778], [4.637848, -1.731333, -0.507844], [5.294834, -2.398182, 0.524742], [4.750926, -3.563252, 1.014644], [3.494043, -4.021786, 0.624754], [2.870400, -3.462205, -0.473578], [2.627830, -1.903398, -3.473763], [3.933202, -2.312015, -3.891927], [4.120954, -2.586505, -5.225095], [3.163169, -2.278706, -6.192243], [1.970288, -1.776990, -5.825674], [1.684406, -1.624193, -4.456298], [5.171947, -0.824580, -0.962491], [6.264122, -2.035518, 0.879559], [5.348564, -4.097446, 1.777423], [2.936849, -4.717564, 1.214925], [1.958081, -3.902621, -0.914299], [4.685255, -2.568868, -3.177596], [5.079698, -2.865868, -5.612492], [3.432287, -2.500064, -7.233741], [1.202513, -1.440540, -6.620595], [0.737627, -1.314615, -4.087345], [1.571851, 1.614918, -3.846571], [0.326027, 1.850587, -3.423851], [0.028062, 2.081756, -1.746280], [-0.710934, 2.206781, -4.278583], [-0.737592, 2.380545, -5.675614], [-1.762774, 3.196677, -6.223631], [-1.626832, 3.696764, -7.453886], [-0.404960, 3.641788, -8.112156], [0.596607, 2.833348, -7.595611], [0.339083, 1.987715, -6.535741], [2.296995, 1.546809, -3.108636], [1.912049, 1.919170, -4.736961], [-1.646170, 2.278634, -3.840048], [-2.648944, 3.373573, -5.644140], [-2.497058, 4.129091, -8.005218], [-0.345548, 4.099360, -9.074291], [1.594998, 2.763344, -8.066376], [0.973788, 1.085467, -6.238259]],
  "forces_ev_per_a": [[1.61, -2.31, -1.39], [0.17, 0.29, -0.08], [-0.30, 0.35, -0.23], [-0.09, -1.57, 1.42], [-1.00, -0.66, -0.52], [-1.29, -0.38, 1.46], [0.24, 0.24, -0.76], [-1.93, 0.98, 0.43], [-1.52, 2.09, 0.89], [3.08, -1.96, -1.06], [-1.41, 0.89, 1.38], [-1.51, 0.94, -1.72], [0.18, -0.56, 1.34], [-0.02, 0.22, 0.24], [-0.69, 0.24, 0.45], [-1.44, -0.29, -1.70], [2.50, -0.34, 0.47], [0.72, -1.02, 0.82], [-0.46, -0.98, -0.04], [0.44, 0.73, -1.78], [0.61, -1.98, 0.07], [-0.51, -0.21, 0.08], [0.21, -0.39, -0.29], [0.46, -0.02, 0.03], [0.56, 0.02, -0.25], [-0.06, 0.45, 0.09], [0.18, 0.85, -0.87], [0.99, -0.07, -0.42], [0.11, -0.20, 0.16], [0.01, 0.72, 0.41], [0.06, 0.70, -0.48], [0.65, -0.78, 0.21], [0.33, 0.16, -0.55], [0.42, 0.04, 0.11], [-0.30, 0.23, 0.11], [-0.13, 0.45, 0.68], [0.24, 0.20, 0.26], [-0.17, -0.08, -0.50], [0.25, 0.95, 0.83], [-0.59, 0.17, 0.39], [-0.07, -0.17, 0.42], [-0.11, -0.47, 0.43], [0.10, 0.47, 0.67], [-0.27, 1.01, -1.36], [-0.25, 0.21, 0.52], [2.42, 0.35, -0.63], [-0.87, -0.94, -1.37], [-0.68, 0.39, -0.29], [0.97, 1.29, 0.35], [0.76, -0.06, -1.04], [0.45, -0.36, 1.56], [0.13, 0.04, -0.37], [-0.32, 0.63, 0.14], [0.44, 0.89, -1.02], [-1.47, -0.45, 0.79], [0.16, 0.78, -0.40], [1.57, -0.95, -0.80], [-3.00, 1.15, -0.34], [0.40, -0.10, 0.14], [-1.39, -1.17, 0.72], [-0.36, -0.23, -0.17], [-0.76, 0.29, -0.29], [0.26, -1.03, -0.04], [0.39, 0.58, 0.46], [0.46, 0.13, 0.28], [0.43, -0.50, 0.28], [-0.32, 0.36, 0.43], [1.21, -0.84, 1.50], [-0.88, 0.44, -0.18], [0.23, 0.01, 1.89], [-1.33, 0.93, -3.41], [-0.55, 0.22, 1.03], [0.82, -1.93, 2.36], [0.73, 0.63, -1.91], [0.63, -1.56, 2.68], [-0.86, 1.07, -2.92], [-0.34, -0.49, 0.38], [1.00, -0.79, -1.24], [0.10, -0.20, 2.65], [-0.78, 0.14, -0.75], [-0.17, 0.00, -0.77], [0.99, 0.07, -0.09], [-0.33, 0.15, 0.24], [0.87, -0.09, 0.82], [0.49, 0.41, -0.33], [-0.89, -0.10, -0.11], [-0.61, 1.65, -0.61]],
  "e_tot_ev": -71536.9894,
  "gap_ev": [5.78, 3.89],
  "spin_multiplicity": 5,
  "total_charge": 3
}